--- a ---
The following is a DFT calculation (ωB97M-V/def2-TZVPD) of a cluster of 2 separate species, C2H9N2O in total.

Last column: Mulliken charge in e.
Element x y z (Å)
C 0.0556 0.1540 -0.9784  -0.202
C -1.3448 0.2165 -0.6213  0.005
N -1.7022 -0.7950 0.3447  -0.412
N 0.7771 1.1161 0.0702  -0.532
H 0.5355 -0.8096 -0.8083  0.258
H -2.0993 0.4176 -1.3948  0.334
H -2.0222 -0.3889 1.2336  0.332
H -2.6304 -1.0652 -0.0058  0.337
H 0.3370 0.5621 -1.9533  0.344
H 1.2212 1.9239 -0.3557  0.260
H -0.0161 1.3983 0.6391  0.228
H 2.1064 -0.1735 0.9501  0.360
H 2.7925 -1.4852 1.6059  0.325
O 1.9897 -1.0713 1.2740  -0.636

Values from the calculation:
HOMO level   -14.44 eV
Net charge   +1
Kohn-Sham gap   6.6 eV
Molecular weight   77.11 g mol⁻¹

***

--- b ---
The following is a DFT calculation (ωB97M-V/def2-TZVPD) of a cluster of 2 separate species, C2H9N2O in total.

Last column: Mulliken charge in e.
Element x y z (Å)
C 1.9992 -0.5751 -0.3024  -1.004
N -0.8991 1.4185 0.0043  -0.252
C 0.3191 1.0866 -0.2770  0.143
N 0.5853 -0.1913 -0.0710  -0.119
H 2.1184 -1.6228 -0.4187  0.349
H 2.5128 -0.2220 0.4694  0.403
H 2.3174 -0.1104 -1.2519  0.346
H -1.4158 0.5484 0.2411  0.267
H -1.1334 2.2493 0.5423  0.301
H 1.1365 1.7547 -0.5965  0.388
H -0.1361 -0.8606 0.1181  0.240
H -2.4921 -1.3061 -0.2625  0.366
H -2.8116 -0.9532 1.1703  0.308
O -2.1006 -1.2159 0.6344  -0.735

Values from the calculation:
HOMO level   -15.08 eV
Net charge   +1
Kohn-Sham gap   11.3 eV
Molecular weight   77.11 g mol⁻¹

***

Energy above the most stable structure, in kJ/mol: a 357.3; b 0.0

***

--- a ---
The following is a DFT calculation (ωB97M-V/def2-TZVPD) of the molecule C3H10N4.

Last column: Mulliken charge in e.
Element x y z (Å)
C 1.6281 0.7540 -0.7123  -0.737
C -0.4414 -2.1825 0.2172  -0.888
N 0.0162 0.0421 1.2310  -0.461
N 0.7424 1.2881 0.3136  -0.263
C -0.7606 -0.7236 0.3657  0.391
N -1.7589 1.1541 -0.3285  -0.753
N -1.7052 -0.1598 -0.3774  -0.261
H -0.6231 0.6951 1.6974  0.382
H 1.2033 1.8746 0.9985  0.303
H -2.5253 1.4461 -0.9286  0.178
H -0.1944 1.6670 -0.0687  0.426
H 2.4929 0.2756 -0.2544  0.308
H 1.9494 1.5502 -1.3864  0.329
H 1.0670 0.0162 -1.2855  0.266
H -1.2096 -2.6517 -0.3975  0.336
H 0.5275 -2.3527 -0.2675  0.170
H -0.4082 -2.6929 1.1834  0.272

Values from the calculation:
HOMO level (alpha / beta)   -7.10 / -7.10 eV
Net charge   0
Kohn-Sham gap (alpha / beta)   7.8 / 7.8 eV
Molecular weight   102.14 g mol⁻¹

***

--- b ---
The following is a DFT calculation (ωB97M-V/def2-TZVPD) of a structure of composition C3H10N4.

Last column: Mulliken charge in e.
Element x y z (Å)
C 0.4248 1.3211 0.4760  -0.186
C 0.7401 -2.3987 0.1676  -0.671
C 1.2732 1.3968 -0.7614  -0.912
N -1.1891 0.4126 0.0566  0.379
N -2.5055 0.8182 0.2498  -0.701
N -0.9578 -0.8662 0.1579  -0.515
N 0.2360 -1.0819 0.5367  -0.125
H -3.0344 0.1096 0.7538  0.274
H -2.9354 0.9555 -0.6607  0.242
H -0.1216 2.2383 0.6748  0.327
H 0.9451 1.0252 1.3802  0.258
H 1.5968 -2.6358 0.8006  0.249
H -0.0274 -3.1681 0.3010  0.278
H 1.0719 -2.4125 -0.8778  0.259
H 0.6533 1.4363 -1.6599  0.292
H 1.9453 0.5419 -0.8530  0.238
H 1.8847 2.3077 -0.7422  0.317

Values from the calculation:
HOMO level   -8.09 eV
Net charge   0
Kohn-Sham gap   9.1 eV
Molecular weight   102.14 g mol⁻¹

***

Energy above the most stable structure, in kJ/mol: a 0.0; b 65.9

***

--- a ---
The following is a DFT calculation (ωB97M-V/def2-TZVPD) of the molecule C3H10N4.

Last column: Mulliken charge in e.
Element x y z (Å)
N -1.6380 -1.1929 -0.7192  -0.707
N -0.3185 -0.8013 -0.6064  0.214
C 0.4499 -1.0134 0.5735  -0.723
C 0.0810 0.0475 1.5900  -0.470
C 0.0740 1.2399 0.7065  -0.469
N -0.1425 0.5744 -0.9236  -0.145
N 0.9844 0.8286 -1.6870  -0.572
H -2.1089 -0.8052 0.1168  0.224
H -1.9909 -0.6890 -1.5116  0.308
H 1.5884 -0.8287 0.3654  0.219
H 0.4928 -1.9921 0.9286  0.504
H -0.8488 -0.2808 1.9415  0.254
H 0.8362 -0.1087 2.3142  0.359
H -0.6639 2.0551 0.6404  0.326
H 1.0425 1.8342 0.6724  0.202
H 1.5080 -0.0252 -1.8170  0.237
H 0.6542 1.1577 -2.5844  0.239

Values from the calculation:
HOMO level   -8.24 eV
Net charge   0
Kohn-Sham gap   9.4 eV
Molecular weight   102.14 g mol⁻¹

***

--- b ---
The following is a DFT calculation (ωB97M-V/def2-TZVPD) of a cluster of 2 separate species, C3H10N4 in total.

Last column: Mulliken charge in e.
Element x y z (Å)
C -1.8512 -0.5623 -0.6078  -0.916
C 0.5523 -1.0802 -1.1500  -0.840
C 0.9741 -0.0724 1.5322  -0.853
N 0.4602 2.6320 0.6467  -0.423
N -0.0610 1.8795 -0.1733  0.020
N -0.4236 -0.5915 -0.2484  0.494
N -0.2067 0.2026 0.7734  -0.482
H -1.9960 0.3883 -1.2261  0.275
H -2.0012 -1.6596 -1.0603  0.328
H -2.3454 -0.4013 0.3192  0.293
H 0.3705 -1.0522 -2.2820  0.303
H 1.5746 -0.6451 -0.9971  0.285
H 0.7762 -2.1771 -1.0941  0.319
H 0.7100 -1.0974 1.9723  0.334
H 1.8994 0.0991 0.9265  0.319
H 1.0036 0.5715 2.3358  0.328
H 0.5640 3.5662 0.3329  0.215

Values from the calculation:
HOMO level (alpha / beta)   -6.92 / -6.92 eV
Net charge   0
Kohn-Sham gap (alpha / beta)   8.0 / 8.0 eV
Molecular weight   102.14 g mol⁻¹

***

Energy above the most stable structure, in kJ/mol: a 0.0; b 117.9

***

--- a ---
The following is a DFT calculation (ωB97M-V/def2-TZVPD) of a cluster of 5 separate species, C4H16ClO4 in total.

Last column: Mulliken charge in e.
Element x y z (Å)
Cl -5.7706 34.3094 9.0549  -0.774
C -5.7179 33.7943 12.9601  -0.632
O -4.9134 34.5721 12.1741  -0.337
H -5.7557 34.2853 13.9325  0.227
H -6.7366 33.7234 12.5789  0.254
H -5.3347 32.8012 13.1946  0.242
H -5.1991 34.4672 11.2636  0.171
C -2.1595 35.4410 10.0278  -0.553
O -2.5713 34.2144 9.5248  -0.367
H -1.1736 35.3460 10.4829  0.227
H -2.1496 36.1409 9.1923  0.214
H -2.7517 35.7441 10.8912  0.244
H -3.5303 34.2405 9.5596  0.049
C -3.2125 31.3113 10.6583  -0.300
O -3.9575 31.0823 9.5115  -0.511
H -2.2718 31.8054 10.4152  0.195
H -3.7843 31.9456 11.3356  0.025
H -2.7593 30.4007 11.0503  0.308
H -4.1467 31.9271 9.0965  0.363
C -5.4452 34.4807 5.3858  -0.480
O -4.4040 33.7688 6.0670  -0.513
H -5.3558 34.5204 4.3002  0.245
H -6.3300 33.8788 5.5933  0.207
H -5.4534 35.4390 5.9051  0.214
H -4.5316 33.9268 7.0053  0.284

Values from the calculation:
HOMO level   -5.58 eV
Net charge   -1
Kohn-Sham gap   9.2 eV
Molecular weight   163.62 g mol⁻¹

***

--- b ---
The following is a DFT calculation (ωB97M-V/def2-TZVPD) of a structure of composition C4H16ClO4.

Last column: Mulliken charge in e.
Element x y z (Å)
Cl 0.7434 -0.4920 0.1232  -0.746
C -1.0778 -2.7122 0.8490  -0.663
O -0.6252 -1.6591 1.6755  -0.690
H -0.3717 -3.5414 0.8053  0.242
H -1.9681 -3.0542 1.3765  0.268
H -1.2388 -2.4485 -0.1964  0.235
H 0.0860 -1.1874 1.2361  0.559
C 2.0063 1.4459 -1.3964  -1.189
O 2.0959 0.2147 -2.0979  -0.471
H 1.3914 1.3548 -0.5011  0.831
H 3.0028 1.5688 -0.9721  0.302
H 1.7404 2.2249 -2.1109  0.332
H 2.7115 0.4308 -2.8022  0.303
C -1.2987 0.3558 2.6680  -0.676
O -0.6359 1.0667 1.5658  -0.545
H -1.6314 -0.5926 2.2460  0.178
H -0.6843 -0.0892 3.4506  0.268
H -2.2045 0.8748 2.9816  0.383
H -0.3208 0.4316 0.9186  0.519
C -0.4060 0.9640 -1.9579  -0.626
O -0.2610 1.4948 -0.6642  -0.617
H 0.3886 1.4279 -2.5424  0.249
H -0.2553 -0.1121 -2.0434  0.281
H -1.3298 1.2361 -2.4684  0.333
H 0.1430 0.7971 -0.1430  -0.057

Values from the calculation:
HOMO level   -4.43 eV
Net charge   -1
Kohn-Sham gap   8.0 eV
Molecular weight   163.62 g mol⁻¹

***

Energy above the most stable structure, in kJ/mol: a 0.0; b 777.7

***

--- a ---
The following is a DFT calculation (ωB97M-V/def2-TZVPD) of a cluster of 2 separate species, C5H13N2O2 in total.

Last column: Mulliken charge in e.
Element x y z (Å)
N 0.3341 2.2960 -1.1694  -0.293
C 0.1045 1.0627 -0.3133  -0.077
C -0.2570 -0.1558 -1.1693  -0.881
C -1.3982 -1.0300 -0.6771  -0.107
C -2.5240 -0.5315 -0.2265  -0.810
C 1.4503 0.9288 0.4332  0.368
N 1.5638 -0.1117 1.2986  -0.255
O 2.3241 1.7524 0.2609  -0.629
H 1.1740 2.1094 -1.7210  0.344
H 0.5723 3.0592 -0.5383  0.367
H -0.4673 2.4850 -1.7602  0.335
H -0.6945 1.3142 0.3807  0.427
H 0.6581 -0.7358 -1.3277  0.446
H -0.4682 0.1505 -2.2040  0.442
H -1.1280 -2.0725 -0.7155  0.335
H -2.7050 0.5195 -0.0464  0.219
H -3.3282 -1.1784 0.0990  0.308
H 0.8687 -0.8562 1.2958  0.249
H 2.3596 -0.1701 1.9016  0.243
H 1.1023 -3.2376 1.5744  0.311
H 0.1232 -2.8362 2.7872  0.309
O 0.3355 -2.7619 1.8374  -0.652

Values from the calculation:
HOMO level   -13.64 eV
Net charge   +1
Kohn-Sham gap   10.4 eV
Molecular weight   133.17 g mol⁻¹

***

--- b ---
The following is a DFT calculation (ωB97M-V/def2-TZVPD) of the ion C5H13N2O2 with charge +1.

Last column: Mulliken charge in e.
Element x y z (Å)
H -2.3660 1.3465 2.2522  0.326
N -1.8230 1.1203 1.3247  -0.523
C -1.0274 0.2387 1.1233  -0.588
C -0.5150 -0.0435 -0.3038  0.515
C -1.0695 -1.3923 -0.6464  -1.574
N -1.2630 1.0104 -1.1314  -0.211
C 1.0110 0.1377 -0.4727  0.206
O 1.1453 1.4230 -0.8641  -0.663
C 1.7778 -0.1328 0.8046  -0.662
O 3.0597 0.3795 0.5224  -0.548
H -0.6416 -0.4988 1.8467  0.500
H -0.9867 -1.4643 -1.8092  0.408
H -2.1680 -1.4516 -0.3198  0.436
H -0.6136 -2.2305 -0.2554  0.407
H -1.9481 0.4638 -1.7130  0.397
H -0.5247 1.5438 -1.6279  0.338
H -1.9710 1.4958 -0.5098  0.318
H 1.4680 -0.5050 -1.3184  0.347
H 2.1385 1.6641 -0.7026  0.456
H 1.6800 -1.2731 1.2042  0.219
H 1.2397 0.4272 1.5370  0.516
H 3.4686 -0.1949 -0.1313  0.381

Values from the calculation:
HOMO level   -14.25 eV
Net charge   +1
Kohn-Sham gap   11.5 eV
Molecular weight   133.17 g mol⁻¹

***

Energy above the most stable structure, in kJ/mol: a 0.0; b 176.2

***

--- a ---
The following is a DFT calculation (ωB97M-V/def2-TZVPD) of the molecule C7H3N.

Last column: Mulliken charge in e.
Element x y z (Å)
C 4.2961 0.1908 0.0369  -0.401
C 3.0409 0.0139 -0.0810  -0.576
C 1.5379 -0.1884 -0.1883  0.619
C 0.3229 -0.2784 -0.2311  0.057
C -1.0400 0.4007 -0.0137  -0.217
C -2.1389 -0.3283 -0.0194  -0.113
C -3.4853 -0.0271 0.0232  0.047
N -4.6697 0.1809 -0.0019  -0.430
H 5.4186 -0.0872 0.6368  0.303
H -1.1267 1.4344 -0.2878  0.334
H -2.1559 -1.3116 0.1261  0.374

Values from the calculation:
HOMO level   -9.74 eV
Net charge   0
Kohn-Sham gap   8.9 eV
Molecular weight   101.11 g mol⁻¹

***

--- b ---
The following is a DFT calculation (ωB97M-V/def2-TZVPD) of the molecule C7H3N.

Last column: Mulliken charge in e.
Element x y z (Å)
C -3.8168 0.9803 0.0259  -0.181
C -2.6488 0.5269 0.0935  -0.442
C -1.3664 -0.0334 -0.1513  0.667
C -0.3196 -0.6559 -0.1665  -0.128
C 1.0926 -1.2973 -0.0749  -0.540
C 2.2806 -0.4141 0.0998  -0.337
C 2.4468 0.9978 0.0455  0.238
N 2.8410 2.1434 -0.1109  -0.402
H -4.7731 1.2794 -0.0477  0.442
H 1.2237 -2.4251 0.0272  0.325
H 3.0400 -1.1020 0.2593  0.359

Values from the calculation:
HOMO level   -9.35 eV
Net charge   0
Kohn-Sham gap   8.1 eV
Molecular weight   101.11 g mol⁻¹

***

Energy above the most stable structure, in kJ/mol: a 89.3; b 0.0